Entry from the OMol25 dataset: a 9-piece molecular cluster, C54H126 overall in a non-equilibrium geometry (ωB97M-V/def2-TZVPD).

Geometry as XYZ:
```
180
Properties=species:S:1:pos:R:3
C -2.7326 -9.1745 4.9862
C -1.8309 -8.1882 4.1171
C -0.3594 -8.6677 4.2072
C 0.3037 -8.5220 2.9057
C 0.6147 -7.0983 2.4966
C 1.3261 -7.0724 1.1340
H -3.7007 -8.6756 4.9429
H -2.3659 -9.2061 6.0122
H -2.7899 -10.2078 4.6441
H -2.2028 -7.9714 3.1157
H -1.8681 -7.2214 4.6191
H -0.2352 -9.7058 4.5153
H 0.2539 -8.2282 4.9938
H 1.2162 -9.1168 2.9475
H -0.2320 -9.1543 2.1977
H -0.1649 -6.3373 2.5320
H 1.2920 -6.7783 3.2884
H 0.5022 -6.8485 0.4564
H 2.0672 -6.2733 1.1181
H 1.6750 -8.0010 0.6822
C -4.1355 -0.2377 1.6125
C -4.6725 1.2465 1.5931
C -4.6852 1.9238 2.9657
C -3.2953 2.2811 3.4904
C -3.3896 2.4191 5.0115
C -2.2113 3.0913 5.5759
H -3.1709 -0.3433 2.1090
H -4.2535 -0.7014 0.6331
H -4.8578 -0.7723 2.2295
H -4.1597 1.9129 0.8995
H -5.7107 1.2471 1.2609
H -5.1632 1.2842 3.7077
H -5.2563 2.8446 3.0844
H -2.5731 1.5276 3.1762
H -3.0935 3.2149 2.9658
H -4.3639 2.7771 5.3442
H -3.3659 1.4522 5.5141
H -2.3470 4.1356 5.2944
H -2.1973 2.8521 6.6392
H -1.3277 2.7541 5.0339
C 3.1435 -1.5658 5.5343
C 3.2060 -2.4588 4.2905
C 4.0643 -3.6855 4.3302
C 5.6478 -3.4851 4.5396
C 6.2708 -3.2292 3.1979
C 7.7628 -3.3722 3.0847
H 2.1136 -1.2378 5.6750
H 3.7435 -0.6835 5.3119
H 3.4686 -2.1080 6.4223
H 2.1682 -2.7307 4.0980
H 3.4188 -1.8771 3.3936
H 3.8036 -4.1721 3.3904
H 3.6183 -4.3162 5.0993
H 5.9588 -2.7264 5.2578
H 5.9992 -4.4411 4.9275
H 5.8298 -3.8563 2.4231
H 6.1361 -2.2126 2.8284
H 8.0705 -4.3579 3.4339
H 8.1515 -3.1914 2.0825
H 8.2441 -2.6708 3.7661
C -2.3005 5.6877 -3.2706
C -2.3933 7.2796 -3.1131
C -2.1071 7.9768 -4.3608
C -1.8700 9.5366 -4.2690
C -1.4625 10.3244 -5.4878
C -2.5979 10.4700 -6.4742
H -1.9322 5.1872 -2.3751
H -1.4869 5.4183 -3.9441
H -3.2787 5.3176 -3.5776
H -3.3040 7.6497 -2.6421
H -1.5392 7.5323 -2.4848
H -2.7840 7.6666 -5.1569
H -1.1245 7.6102 -4.6576
H -2.6917 10.0916 -3.8163
H -0.9931 9.7373 -3.6535
H -0.8310 11.1985 -5.3290
H -0.8039 9.6626 -6.0504
H -3.6002 10.6331 -6.0780
H -2.2906 11.1425 -7.2751
H -2.7630 9.5053 -6.9540
C 1.4312 1.8965 4.8016
C 1.4962 3.0475 3.7036
C 2.0010 2.5433 2.3958
C 2.0357 3.7240 1.3488
C 2.3312 3.2536 -0.1086
C 2.6605 4.4212 -1.0334
H 2.1392 1.0728 4.7100
H 0.3912 1.5801 4.8815
H 1.5935 2.4258 5.7405
H 0.5559 3.5984 3.7236
H 2.0654 3.8776 4.1218
H 1.2359 1.8033 2.1608
H 2.9419 2.0196 2.5647
H 1.0620 4.2139 1.3574
H 2.6913 4.5172 1.7080
H 3.0992 2.4928 0.0310
H 1.4594 2.7259 -0.4953
H 3.5315 5.0679 -0.9273
H 2.7205 4.0160 -2.0435
H 1.8028 5.0939 -1.0419
C 2.4246 -4.6933 -7.7587
C 1.4779 -4.8119 -6.5336
C 2.2034 -5.4727 -5.3665
C 1.4290 -5.6299 -4.0978
C 2.1263 -5.7301 -2.8203
C 3.0639 -6.9542 -2.5395
H 2.6449 -5.7392 -7.9726
H 3.3928 -4.2106 -7.6262
H 1.9466 -4.2596 -8.6371
H 1.3362 -3.7740 -6.2325
H 0.4759 -5.2383 -6.5814
H 3.1721 -5.0209 -5.1526
H 2.5238 -6.4584 -5.7039
H 0.8080 -4.7565 -3.8983
H 0.6443 -6.3696 -4.2564
H 2.8561 -4.9258 -2.7273
H 1.3671 -5.7136 -2.0384
H 2.5701 -7.8799 -2.8350
H 3.9198 -6.8263 -3.2023
H 3.5135 -6.9781 -1.5468
C -9.1447 3.8125 -0.3128
C -8.6884 5.2966 -0.1915
C -7.2843 5.5664 -0.6294
C -6.2882 4.8366 0.1781
C -4.9231 5.0406 -0.5456
C -3.6708 4.8580 0.3285
H -9.3077 3.3497 0.6605
H -8.4665 3.1645 -0.8679
H -10.0660 3.6662 -0.8766
H -9.4357 6.0500 -0.4401
H -8.6977 5.7067 0.8184
H -7.1365 6.6461 -0.6026
H -7.2594 5.3071 -1.6878
H -6.3580 5.0471 1.2453
H -6.5495 3.7820 0.0900
H -4.9812 4.3990 -1.4249
H -4.9830 6.0396 -0.9773
H -2.8878 5.0322 -0.4096
H -3.5790 5.5070 1.1994
H -3.4944 3.8474 0.6968
C 1.1354 0.6264 -3.7197
C 2.2418 -0.0454 -2.8287
C 3.1758 -0.8903 -3.7102
C 4.5236 -1.3153 -3.0080
C 5.4821 -2.3079 -3.7501
C 6.6502 -2.6799 -2.7566
H 0.6248 1.3719 -3.1101
H 0.3791 -0.0629 -4.0952
H 1.5021 1.1320 -4.6130
H 2.8292 0.7539 -2.3769
H 1.8026 -0.5851 -1.9897
H 3.4099 -0.2611 -4.5688
H 2.8599 -1.8663 -4.0787
H 5.0899 -0.3971 -2.8523
H 4.2784 -1.8389 -2.0840
H 5.0592 -3.1650 -4.2741
H 5.8771 -1.6480 -4.5225
H 6.5031 -3.4667 -2.0168
H 7.6756 -2.8973 -3.0557
H 7.0338 -1.8548 -2.1565
C -1.2216 2.3673 -0.5486
C -1.2619 0.8527 -0.6410
C -0.2500 0.1895 0.2108
C -0.1480 -1.3535 -0.0737
C 0.5656 -2.0281 1.1487
C 1.2044 -3.4217 0.8203
H -2.1762 2.8172 -0.8216
H -0.4546 2.6747 -1.2594
H -1.0041 2.8625 0.3978
H -2.2788 0.5402 -0.4038
H -1.0296 0.5244 -1.6541
H -0.4852 0.3517 1.2627
H 0.7671 0.5675 0.1068
H -1.1049 -1.8730 -0.1264
H 0.1217 -1.4956 -1.1202
H 1.3375 -1.4153 1.6143
H -0.0518 -2.2764 2.0120
H 1.6737 -3.8387 1.7113
H 0.5728 -4.1719 0.3444
H 1.9465 -3.0897 0.0942
```

As for the SMILES: CCCCCC.CCCCCC.CCCCCC.CCCCCC.CCCCCC.CCCCCC.CCCCCC.CCCCCC.CCCCCC. Its HOMO energy is -10.38 eV. The value obtained for the largest force on an atom is 3.5 eV Å⁻¹. Its energy above the lowest of the compared OMol25 structures with the same formula, charge and spin is 552.7 kJ/mol. The calculation puts the HOMO-LUMO gap at 11.00 eV.